106
Properties=species:S:1:pos:R:3:lowdin_charge:R:1 method="wB97M-V/def2-TZVPD" lumo_energy_ev=-2.81 mol_weight_g_mol=616.9 multiplicity=1 total_charge=+1 homo_energy_ev=-10.041 homo_lumo_gap_ha=0.2659 total_energy_ev=-52824.5667
C 4.56398 -2.41318 2.54274 -0.112
C 3.32795 -2.06942 3.45156 -0.271
C 3.14514 -0.50764 3.56746 -0.203
C 2.22133 -0.05587 2.33431 -0.200
C 2.70397 1.34636 1.78483 -0.194
C 1.55481 2.40112 1.55672 -0.216
C 0.18794 1.78745 1.07546 -0.209
C -0.70524 2.79394 0.22049 -0.194
C -2.22488 2.34663 0.16669 -0.204
C -3.02921 2.63245 1.48528 -0.210
C -4.45967 1.98738 1.53587 -0.190
C -4.42630 0.39637 1.39996 -0.201
C -3.67734 -0.14327 2.66317 -0.111
C -3.45836 -1.71982 2.66167 -0.283
C -3.42281 -2.29646 1.19914 -0.066
N -2.74819 -3.63018 1.07667 0.089
C -1.39214 -3.46617 1.73236 -0.210
C -0.46881 -4.72940 1.55953 -0.079
C 0.88344 -4.36139 0.83432 -0.130
O 0.52002 -3.98842 -0.51582 -0.077
C 1.00585 -2.73578 -0.87533 -0.449
O 0.88175 -1.73648 -0.21241 0.098
C 1.72038 -2.60881 -2.27020 -0.106
C 0.65744 -1.91887 -3.23092 -0.094
C -1.73666 -3.24936 3.27049 -0.122
O -2.27376 -1.94740 3.43896 -0.094
H 4.60745 -1.71143 1.67377 0.075
H 4.43404 -3.46736 2.18746 0.065
H 5.51059 -2.37407 3.13168 0.077
H 3.39800 -2.50705 4.48002 0.103
H 2.41124 -2.52239 2.98851 0.068
H 4.10176 0.05934 3.61179 0.104
H 2.53293 -0.31694 4.49164 0.107
H 2.41404 -0.80470 1.53010 0.075
H 1.17957 -0.06136 2.72286 0.104
H 3.36298 1.26198 0.87970 0.114
H 3.37460 1.77919 2.57945 0.087
H 1.44292 3.06802 2.45137 0.114
H 1.90466 3.07928 0.73100 0.075
H -0.41328 1.59861 2.01216 0.091
H 0.27877 0.80623 0.55231 0.097
H -0.57898 3.87070 0.53029 0.099
H -0.31968 2.68894 -0.83364 0.108
H -2.25478 1.28815 -0.18865 0.094
H -2.69335 2.96685 -0.64577 0.116
H -2.39414 2.34593 2.36478 0.095
H -3.16064 3.74392 1.55256 0.110
H -4.87449 2.19074 2.55588 0.110
H -5.13902 2.45271 0.77556 0.118
H -5.49714 0.06727 1.35487 0.121
H -3.90762 0.19937 0.43314 0.086
H -4.24278 0.14147 3.58860 0.136
H -2.64774 0.29126 2.74380 0.116
H -4.36781 -2.14263 3.17782 0.161
H -2.81247 -1.57895 0.58806 0.144
H -4.46176 -2.34358 0.79480 0.155
H -2.68155 -3.90925 0.09258 0.176
H -3.23802 -4.34572 1.62698 0.183
H -0.94730 -2.53744 1.28257 0.159
H -0.98944 -5.49786 0.94145 0.119
H -0.19893 -5.07977 2.58578 0.129
H 1.52428 -5.28046 0.77020 0.145
H 1.43710 -3.56309 1.38820 0.117
H 1.92804 -3.66398 -2.58678 0.109
H 2.66690 -2.02238 -2.18795 0.125
H 0.51603 -2.44465 -4.19985 0.068
H -0.32907 -1.85836 -2.70106 0.072
H 0.96952 -0.86500 -3.43791 0.077
H -2.41616 -4.07779 3.60180 0.150
H -0.74365 -3.27238 3.78632 0.151
C 5.30798 4.99809 3.20270 -0.057
C 4.34730 4.97951 2.07953 -0.249
N 3.59979 4.96505 1.20569 0.142
H 6.28831 4.67376 2.85596 0.082
H 5.38789 6.00758 3.60387 0.083
H 4.96842 4.32705 3.99092 0.079
C 0.39725 7.32592 0.44492 -0.069
C -0.70654 6.79684 1.27856 -0.272
N -1.56837 6.39350 1.93175 0.121
H 0.07149 7.41945 -0.59037 0.070
H 0.69934 8.30592 0.81154 0.085
H 1.25221 6.64996 0.48963 0.056
C -1.19182 -5.73235 -2.28202 -0.067
C -2.37910 -5.88694 -3.15052 -0.261
N -3.30367 -6.00719 -3.82381 0.143
H -0.28426 -5.77163 -2.88275 0.090
H -1.23310 -4.77594 -1.76627 0.041
H -1.16469 -6.53475 -1.54437 0.083
C -3.09843 -3.05528 -5.91716 -0.074
C -2.54817 -1.77602 -5.40932 -0.247
N -2.09480 -0.77854 -5.00890 0.035
H -3.00539 -3.09728 -7.00391 0.077
H -2.55090 -3.89247 -5.48357 0.044
H -4.15050 -3.14332 -5.64774 0.073
C 1.39514 0.63305 -7.35579 -0.053
C 0.35670 0.06220 -6.46789 -0.149
N -0.46342 -0.38507 -5.78215 0.077
H 1.01898 0.69263 -8.37682 0.082
H 1.66303 1.63299 -7.01634 0.079
H 2.28231 0.00129 -7.33933 0.079
C 1.97663 5.80077 -3.12782 -0.067
C 2.54735 7.05639 -2.59559 -0.283
N 2.98908 8.03291 -2.17843 0.130
H 2.05720 5.78933 -4.21410 0.078
H 2.51798 4.94746 -2.72052 0.078
H 0.92649 5.72316 -2.84765 0.073